161
Properties=species:S:1:pos:R:3:forces:R:3 method="wB97M-V/def2-TZVPD" total_charge=+1 energy_ev=-150612.6178 homo_lumo_gap_ha=0.15758 homo_energy_ev=-8.762 max_force_ev_per_a=5.3 e_above_lowest_ev=0.0000
C 0.5105 -2.5442 -5.0070 0.2604 -0.0291 -0.1062
C 0.6824 -1.0418 -4.4296 -0.3006 -1.0693 -0.5869
C 0.1419 -0.9921 -2.9090 -0.4026 0.7773 -0.9223
F -0.2347 -2.2787 -2.3983 1.0172 1.5942 -0.3707
C 1.1015 -0.1785 -1.9237 -1.5594 1.7857 0.6495
C 0.5681 1.1724 -1.4736 4.6905 -1.6549 1.8864
C 1.5385 1.8338 -0.5069 -1.6757 -2.1725 -2.2631
C 1.2348 3.2516 0.1231 0.4648 -0.4388 0.1970
C -0.2473 3.8043 -0.1041 0.6576 0.5391 1.8562
C -1.1557 3.5511 1.1898 0.3728 -0.8920 0.0082
F -1.2014 4.6102 2.1498 -1.1514 -1.2013 -2.6633
C -1.9074 2.3764 1.4418 0.7597 2.3299 -0.2211
F -3.3137 2.4748 1.3993 3.2026 -1.0644 1.3756
F -1.2234 1.2096 1.7627 -2.5822 1.5776 -1.9126
C 2.7821 1.0445 -0.2046 1.0122 1.7842 1.3613
C 3.7941 1.7069 0.8643 -0.2394 -2.0609 0.0192
C 4.3238 0.4836 1.7894 0.3101 1.0151 0.5424
C 3.1306 -0.1325 2.6544 0.1624 0.2563 1.3933
C 2.9620 0.8433 3.9452 -0.1188 -0.5773 -1.2315
C 3.3944 -1.6054 3.2178 -0.5828 -0.4535 -0.0440
C 2.2495 -2.6654 2.8470 -0.7931 -1.2231 1.5338
C 0.7818 -2.2004 3.3491 -0.2438 -1.2367 -1.1977
C -0.3253 -2.7241 2.5530 -0.5822 0.3603 0.1950
C -0.9844 -1.8740 1.3494 -0.4728 0.0163 1.1758
C -0.9443 -4.1792 2.7675 1.8582 -0.3243 -2.3017
N 3.2214 -0.1716 -0.6910 -3.2603 3.8764 0.4042
N 2.3254 -0.6742 -1.5202 -1.8007 -1.5073 -1.8967
C 2.7369 -2.0157 -2.1056 2.2206 -1.4571 -0.1184
C 4.1976 -2.4937 -1.5894 -0.6207 -1.1620 -0.4673
C 4.1750 -3.1519 -0.1329 0.6800 0.4387 -0.6767
C 3.3344 -4.5042 -0.0612 0.5374 0.2332 0.9115
O 3.8910 -5.4667 -0.9894 -0.8247 0.6707 0.0737
H 1.3079 -3.2421 -4.5701 -1.2108 0.9483 -0.6264
H 0.5919 -2.5654 -6.1491 0.1107 0.2347 1.7299
H -0.5189 -2.9768 -4.7722 1.4338 0.7084 -0.1761
H 1.7623 -0.6829 -4.5179 -1.4392 -0.5522 0.1987
H 0.0452 -0.3883 -5.1247 0.9053 -0.7642 1.4432
H -0.8564 -0.4306 -2.9977 1.5405 -0.6379 0.6296
H -0.4173 1.5681 -1.8434 1.3393 -0.5723 0.5257
H 1.3903 3.1979 1.2594 -0.1048 -0.0169 -1.6972
H 2.0048 3.9974 -0.2634 -0.8776 -1.0454 0.3490
H -0.1564 4.9476 -0.1657 -0.2448 -1.6266 0.1567
H -0.7468 3.4832 -1.0654 0.5166 0.1967 1.3267
H 4.6475 2.2340 0.3338 -1.0871 -0.6100 0.5994
H 3.2744 2.4084 1.5822 0.5198 -0.6656 -1.2131
H 5.0378 0.9838 2.5386 -0.9108 -0.8224 -1.1114
H 4.9483 -0.2678 1.2168 -1.0050 0.8039 0.4575
H 2.1136 -0.1361 2.1465 1.2465 0.0201 0.1510
H 3.9795 0.9992 4.4145 -1.4221 -0.0538 -0.5830
H 2.5215 1.8177 3.5337 0.5724 -1.1156 1.1098
H 2.2828 0.3290 4.6925 0.5987 0.9334 -0.8915
H 4.3690 -2.0370 2.8160 -1.0791 0.6202 0.7114
H 3.4107 -1.5514 4.3617 0.3632 -0.1919 -1.6290
H 2.1469 -2.8383 1.7319 0.2664 0.4160 1.3543
H 2.5031 -3.6938 3.3026 0.1203 1.3836 -0.6546
H 0.6448 -1.5162 4.2399 0.3470 0.5878 -2.1428
H -1.2400 -2.5624 0.4680 0.4236 0.6087 1.4849
H -0.2211 -1.1191 0.9661 -1.1018 -0.8056 0.6829
H -1.9569 -1.3687 1.6616 1.0640 -0.3389 -0.5590
H -0.0712 -4.8801 3.0180 -1.3035 0.7525 0.0214
H -1.7409 -4.2193 3.5736 1.1350 0.4869 -0.7933
H -1.3808 -4.5906 1.7769 0.5777 0.7858 1.7945
H 2.0352 -2.8530 -1.7897 0.4613 1.5116 -0.5787
H 2.8646 -1.9517 -3.2427 -0.7698 0.2021 1.7316
H 4.4635 -3.3558 -2.3052 -0.4002 1.2926 0.8833
H 5.0044 -1.7172 -1.7495 -1.0979 -0.7677 0.4246
H 3.8531 -2.3458 0.5949 0.2732 -1.2350 -0.6211
H 5.2629 -3.4391 0.0979 -1.5856 0.4424 -0.2017
H 3.5042 -4.9490 0.9827 -0.3060 0.6486 -1.5025
H 2.2080 -4.3739 -0.1638 1.3073 -0.1052 -0.1064
H 3.4204 -5.4337 -1.8422 0.2149 0.0130 0.6657
C -4.6125 0.9396 3.2802 0.3232 0.6042 -0.1582
C -6.0036 0.4229 3.4757 -0.3334 -0.5430 -0.3056
O -5.8410 -0.5701 4.4680 0.2332 0.6799 0.0482
C -4.7710 -0.1715 5.2128 0.5172 -0.6395 1.4159
O -4.5018 -0.6091 6.2874 -0.1267 0.2854 -0.8235
O -4.0499 0.7963 4.5775 -0.3943 -0.3055 0.0662
F -6.4682 -0.1664 2.3458 -0.1600 0.0232 -0.0714
H -4.0377 0.3420 2.5673 -0.2518 -0.1316 -0.0004
H -4.5969 1.9780 2.9598 -0.0266 -0.1220 0.3567
H -6.7188 1.1745 3.8214 -0.0730 -0.1106 -0.1415
C -2.0072 -2.4142 -9.5716 -0.1198 -0.0106 -1.0100
C -2.5848 -3.0487 -8.3463 -0.0330 -0.8692 0.0181
O -1.8047 -2.4948 -7.3020 -0.1691 0.7229 -0.2584
C -1.4172 -1.2695 -7.7472 0.4079 0.7441 0.1007
O -0.9762 -0.4063 -7.0427 -0.2810 -0.4495 -0.4082
O -1.5977 -1.1395 -9.0867 0.0622 -0.0310 0.9209
F -2.4019 -4.3887 -8.3583 -0.1084 0.0206 0.1306
H -1.1372 -2.9535 -9.9552 -0.0901 -0.1130 0.1968
H -2.7389 -2.3136 -10.3735 0.0954 0.2242 0.1076
H -3.6408 -2.8215 -8.1761 0.0537 -0.1570 0.0668
C -1.9487 2.7132 -6.3409 -0.1939 -0.9057 -0.2593
C -1.7090 3.6320 -5.1841 0.4407 0.2103 0.0532
O -1.4805 4.8787 -5.8058 -0.5346 -0.3912 0.0699
C -2.1916 4.8421 -6.9705 -0.3611 0.9641 -1.2580
O -2.4557 5.8028 -7.6244 0.2014 -0.6432 0.5534
O -2.5685 3.5729 -7.2883 0.1889 0.5396 0.4075
F -0.5887 3.2769 -4.4996 0.0679 -0.0402 0.3556
H -1.0221 2.3155 -6.7632 0.0349 0.0814 0.2091
H -2.6017 1.8791 -6.0816 -0.0632 0.1269 -0.1927
H -2.5528 3.7153 -4.4927 0.1740 -0.0099 0.1270
C 6.4572 0.8485 6.9999 -0.3484 -0.8695 0.4889
C 7.0057 2.2017 7.3275 0.7138 0.0953 0.3273
O 7.2352 2.7718 6.0527 -0.7571 -0.2383 -0.0802
C 6.3171 2.2017 5.2273 -0.1440 0.2856 -1.0283
O 6.0294 2.6254 4.1468 0.1660 -0.3416 0.5725
O 5.7581 1.0920 5.7841 0.3513 0.6310 -0.1744
F 8.1889 2.1038 7.9766 -0.0338 0.1413 0.0685
H 7.2409 0.1067 6.8258 0.0967 0.2159 0.0619
H 5.7845 0.4728 7.7712 -0.1051 0.0281 -0.2440
H 6.3233 2.8387 7.8971 0.1752 0.0284 0.0436
C -4.4014 8.3639 -6.3819 -0.1150 -0.8493 -0.4598
C -3.5331 9.1516 -5.4516 0.5437 0.4599 -0.3068
O -4.2890 10.3231 -5.2211 -0.2549 -0.6569 0.1471
C -5.5937 9.9484 -5.3514 -1.3263 0.7678 0.2579
O -6.5183 10.5958 -4.9687 0.6508 -0.4406 -0.2979
O -5.7093 8.7379 -5.9663 0.2236 0.4429 0.3492
F -2.3679 9.4997 -6.0481 0.1419 -0.0125 0.1721
H -4.2590 8.6435 -7.4289 0.2002 0.0946 0.1421
H -4.2504 7.2889 -6.2830 -0.1890 0.1000 0.0001
H -3.3261 8.6545 -4.4993 0.1577 0.0869 -0.0502
C 1.0626 7.1522 2.3412 0.0582 -0.8747 0.2471
C 0.3287 8.2599 1.6513 -0.5031 0.5227 0.3958
O 1.2361 9.3401 1.7238 0.1520 -0.7122 -0.2937
C 2.4772 8.7757 1.7430 1.4577 0.8129 -0.1070
O 3.4872 9.3699 1.5326 -0.7256 -0.4697 0.1923
O 2.4178 7.4424 2.0257 -0.1864 0.3880 -0.2061
F -0.7960 8.5941 2.3267 -0.1328 0.0082 -0.1611
H 0.9300 7.1712 3.4262 -0.1775 0.1667 -0.1011
H 0.7757 6.1676 1.9703 0.1957 0.0656 -0.0015
H 0.0839 8.0552 0.6047 -0.1489 0.0985 0.0612
C -3.3629 -8.7244 1.5328 -0.0483 -0.9360 0.2494
C -4.1500 -7.6341 0.8770 -0.7957 0.3990 0.3042
O -3.2702 -6.5270 0.9294 0.6698 -0.5536 -0.2529
C -2.0166 -7.0569 0.9036 0.9440 0.3668 -0.1116
O -1.0242 -6.4323 0.6653 -0.6146 -0.5032 0.0359
O -2.0277 -8.3903 1.1757 0.0087 0.6552 -0.2120
F -5.2595 -7.3389 1.5919 -0.0446 0.0110 -0.1137
H -3.4604 -8.7174 2.6217 -0.1512 0.1781 -0.0940
H -3.6326 -9.7140 1.1629 0.2304 0.0817 -0.0490
H -4.4227 -7.8369 -0.1622 -0.1288 0.1243 0.0916
C -3.2745 -2.7190 -1.9413 0.8107 0.1819 0.1144
C -4.6479 -2.1908 -2.2156 -0.3665 -0.0102 -0.5578
O -5.4690 -3.3264 -2.0440 0.4677 0.2882 0.4548
C -4.8236 -4.1097 -1.1336 -0.4836 -1.2950 0.7802
O -5.3330 -5.0101 -0.5442 0.3227 0.5357 -0.5283
O -3.5249 -3.7290 -0.9748 -0.4515 0.0974 -0.1265
F -4.7598 -1.7646 -3.4993 -0.0711 0.1940 -0.0502
H -2.8121 -3.1679 -2.8246 -0.1899 0.1080 -0.0795
H -2.6049 -1.9549 -1.5451 -0.0349 -0.1881 0.1635
H -4.9702 -1.3983 -1.5338 -0.0687 0.0476 -0.1806
C 1.7013 -4.9394 7.5296 0.0070 -0.9033 0.2628
C 0.9320 -3.8451 6.8607 -0.7143 0.2894 0.2816
O 1.8183 -2.7445 6.9168 0.3776 -0.5164 -0.3267
C 3.0688 -3.2838 6.9069 1.1788 0.4181 -0.0446
O 4.0642 -2.6647 6.6756 -0.6326 -0.3330 0.1826
O 3.0443 -4.6170 7.1845 -0.0859 0.6850 -0.2277
F -0.1839 -3.5350 7.5618 -0.1001 0.0544 -0.1420
H 1.5920 -4.9270 8.6174 -0.1389 0.1798 -0.0963
H 1.4268 -5.9282 7.1611 0.2347 0.0808 -0.0536
H 0.6698 -4.0521 5.8185 -0.1348 0.1326 0.0470